1.
This record from OMol25 describes C3H8S as an isolated structure in a non-equilibrium geometry. The level of theory is ωB97M-V/def2-TZVPD.

As for the total charge: 0. The LUMO energy is 0.0354 hartree. The HOMO energy is -8.7 eV. The value obtained for the gap between HOMO and LUMO is 9.69 eV. Its energy above the lowest of the compared OMol25 structures with the same formula, charge and spin is 366.35 kJ/mol. The multiplicity is 1.

```
12
Properties=species:S:1:pos:R:3:forces:R:3
C -1.54232 0.02608 -0.34599 -5.59 -0.24 -2.21
C -0.58616 -0.75908 0.48258 3.62 3.57 2.15
C 1.98280 0.59209 0.03282 -1.53 -0.46 -2.56
H -2.01272 1.29522 -0.59360 2.75 -3.97 0.98
H -2.63402 -0.46842 -0.03912 2.42 1.55 -0.30
H -1.43101 -0.65008 -1.21720 -0.48 1.59 -1.08
H -1.09586 -1.70012 0.57056 0.48 -0.44 1.09
H -0.27371 -0.01035 1.38069 -0.77 -2.84 -1.19
H 2.11839 0.63943 1.09085 0.31 0.60 0.36
H 1.39674 1.42985 -0.48199 -0.62 -1.36 1.48
H 2.81227 0.83675 -0.62979 1.03 -1.18 0.68
S 1.26559 -1.23139 -0.24980 -1.63 3.19 0.61
```
Positions in Å, forces in eV/Å.

natural (NBO) atomic charge list, values in e, 2 entries: -0.680, -0.443

=====

2.
This record from OMol25 describes a 2-piece molecular cluster, C3H8S overall in a non-equilibrium geometry. The level of theory is ωB97M-V/def2-TZVPD.

As for the total charge: 0. The LUMO energy is 0.0356 hartree. The SMILES is C=CC.S. The HOMO energy is -9.8 eV. The value obtained for the gap between HOMO and LUMO is 10.74 eV. Its energy above the lowest of the compared OMol25 structures with the same formula, charge and spin is 119.95 kJ/mol. The multiplicity is 1.

```
12
Properties=species:S:1:pos:R:3:forces:R:3
S 3.14020 0.87876 -6.61159 -0.87 0.24 0.31
H 2.38394 2.00325 -6.78708 0.37 -0.58 0.10
H 2.17785 0.28067 -5.84522 0.50 0.34 -0.41
C -0.27443 0.51987 1.72913 1.71 0.22 -0.80
C -1.35337 -0.31094 2.32941 0.83 0.63 0.94
C -1.40990 -1.62103 2.47464 -0.37 -0.61 0.35
H 0.75090 0.12952 1.61628 -0.59 -1.06 -0.14
H -0.54510 0.84891 0.72067 -0.08 0.37 0.22
H 0.03541 1.36486 2.35317 -1.00 0.34 -0.05
H -2.02260 0.36355 2.85724 -0.63 -0.55 -0.07
H -2.17324 -2.10868 3.07165 -0.27 0.32 -0.09
H -0.70968 -2.34873 2.09171 0.39 0.33 -0.35
```
Positions in Å, forces in eV/Å.

natural (NBO) atomic charge list, values in e, 2 entries: -0.297, 0.148

=====

3.
This record from OMol25 describes a 2-piece molecular cluster, C3H8S2 overall in a non-equilibrium geometry. The level of theory is ωB97M-V/def2-TZVPD.

As for the total charge: 0. The LUMO energy is 0.0265 hartree. The SMILES is C=C.CSS. The HOMO energy is -9.1 eV. The value obtained for the gap between HOMO and LUMO is 9.82 eV. Its energy above the lowest of the compared OMol25 structures with the same formula, charge and spin is 139.90 kJ/mol. The multiplicity is 1.

```
13
Properties=species:S:1:pos:R:3:forces:R:3
C -4.06600 2.43056 -0.92867 -0.35 0.01 0.41
C -3.45209 1.99703 0.15736 1.25 -0.20 0.04
H -4.98512 2.99922 -0.86655 0.03 0.09 -0.12
H -3.66666 2.20017 -1.90633 -0.11 -0.02 -0.07
H -3.64772 2.20874 1.19956 -0.72 0.16 -0.12
H -2.52325 1.43860 0.05279 -0.13 -0.04 -0.14
C -0.48838 -0.64021 0.13975 0.52 -0.48 -0.52
S 1.14696 -1.43141 0.50354 -1.27 -0.77 0.36
S 2.65453 -0.31605 -0.10709 0.84 1.18 -0.26
H -1.03649 -0.62955 1.07578 -0.08 0.19 0.00
H -0.97170 -1.30124 -0.57772 -0.17 -0.06 0.13
H -0.44536 0.33373 -0.34366 0.36 0.11 0.36
H 2.83048 -0.67278 -1.39136 -0.17 -0.19 -0.07
```
Positions in Å, forces in eV/Å.

natural (NBO) atomic charge list, values in e, 2 entries: -0.383, -0.382

=====

4.
This record from OMol25 describes one molecule with the formula C3H8Si2 in a non-equilibrium geometry. The level of theory is ωB97M-V/def2-TZVPD.

As for the total charge: 0. The LUMO energy is -0.0200 hartree. The SMILES is C=CC(=[SiH2])[SiH3]. The HOMO energy is -8.0 eV. The value obtained for the gap between HOMO and LUMO is 7.45 eV. Its energy above the lowest of the compared OMol25 structures with the same formula, charge and spin is 285.89 kJ/mol. The multiplicity is 1.

```
13
Properties=species:S:1:pos:R:3:forces:R:3
C -0.99531 0.76708 -0.14533 -0.63 -2.70 1.09
C -2.36588 0.64626 0.12381 5.61 2.03 -1.08
C 0.25571 -0.27612 -0.21604 -3.15 -0.40 0.46
Si 1.97296 0.55866 0.03050 0.35 -3.58 1.03
Si -0.15929 -2.02005 0.00517 -1.21 2.48 -0.08
H -0.50004 1.68310 -0.05954 -0.14 1.97 -0.27
H -2.91003 1.54547 0.31554 -0.46 0.14 -0.02
H 2.08105 0.68262 1.56830 0.08 0.34 -1.10
H 2.29666 1.78216 -0.67061 -0.18 0.47 -0.28
H 3.06419 -0.60168 -0.35977 -1.26 1.57 0.41
H -2.72393 -0.29898 0.22207 -1.61 -2.41 0.18
H -1.53234 -2.76641 0.26626 1.16 1.21 -0.48
H 0.82879 -2.93611 0.35573 1.43 -1.13 0.15
```
Positions in Å, forces in eV/Å.

natural (NBO) atomic charge list, values in e, 2 entries: -0.168, -0.419

=====

5.
This record from OMol25 describes C3H9AgI2N3O6 as an isolated structure. The level of theory is ωB97M-V/def2-TZVPD.

As for the total charge: 0. The expectation value of S² is 0.77. The LUMO energy (alpha / beta) is -0.0135 / -0.1085 hartree. The HOMO energy (alpha / beta) is -8.5 / -8.1 eV. The value obtained for the gap between HOMO and LUMO (alpha / beta) is 8.18 / 5.13 eV. Its energy above the lowest of the compared OMol25 structures with the same formula, charge and spin is 0.00 kJ/mol. The multiplicity is 2.

```
24
Properties=species:S:1:pos:R:3:forces:R:3
Ag -0.54877 -0.23092 0.81511 -0.59 -0.71 0.30
I -3.30857 -0.37969 0.20686 0.54 -0.10 0.32
I -0.52972 -1.75978 3.29734 -0.24 0.43 -0.54
C -2.25397 3.00104 3.59597 0.02 0.29 0.17
N -1.11547 2.80097 2.66577 -0.37 -0.15 0.30
O -1.08234 1.71966 2.10950 0.24 0.35 -0.01
O -0.30517 3.68504 2.56171 0.29 0.10 -0.21
H -2.49922 4.05650 3.60009 0.00 0.04 -0.04
H -1.88863 2.71245 4.58019 -0.09 -0.12 -0.05
H -3.07186 2.38048 3.26053 -0.06 -0.15 0.04
C 0.01508 0.94636 -3.75789 -0.44 -0.36 -0.24
N 0.30633 -0.08585 -2.72066 -0.06 0.11 -0.74
O 0.96789 -1.03855 -3.06056 0.21 -0.14 0.09
O -0.17311 0.09151 -1.62855 -0.02 0.23 0.53
H 0.95672 1.28632 -4.16561 0.12 0.14 0.06
H -0.59791 1.71061 -3.30359 0.16 0.20 0.09
H -0.55521 0.44661 -4.54294 0.14 -0.03 0.09
C 2.77205 -2.93840 -0.87598 0.07 -0.23 0.10
N 1.58133 -3.15532 -0.00611 0.14 -0.42 -0.22
O 0.79526 -2.24507 0.11476 -0.13 0.40 -0.09
O 1.44261 -4.25241 0.47941 0.12 -0.07 0.03
H 2.58004 -3.48234 -1.79694 -0.06 0.08 -0.03
H 3.61840 -3.38856 -0.37117 0.07 0.03 0.05
H 2.89423 -1.88069 -1.05725 -0.05 0.08 0.00
```
Positions in Å, forces in eV/Å.

natural (NBO) atomic charge list, values in e, 2 entries: 0.811, -0.520

=====

6.
This record from OMol25 describes C3H9B3FNO3Yb as an isolated structure in a non-equilibrium geometry. The level of theory is ωB97M-V/def2-TZVPD.

As for the total charge: +2. The LUMO energy is -0.3816 hartree. The HOMO energy is -14.1 eV. The value obtained for the gap between HOMO and LUMO is 3.70 eV. Its energy above the lowest of the compared OMol25 structures with the same formula, charge and spin is 0.00 kJ/mol. The multiplicity is 1.

```
21
Properties=species:S:1:pos:R:3:forces:R:3
C 2.90170 -0.28961 -0.06533 0.06 0.06 -0.19
C 1.60304 -0.73357 -0.73993 0.12 0.37 0.59
F 1.91930 -1.99799 -1.50564 -0.08 0.08 -0.22
B 0.33084 -0.95291 0.22175 0.18 -0.68 0.89
O -0.44511 -2.05379 0.12648 -0.28 0.27 -1.07
B -1.82889 -1.80538 0.34130 0.26 -0.14 0.70
O -2.12981 -0.73352 1.13400 -0.33 0.32 -0.84
B -1.31551 0.38063 1.13357 -0.01 -0.51 0.82
C -1.84234 1.84166 1.03495 0.16 0.10 0.02
N -2.73050 1.97075 -0.13709 0.16 -0.03 -0.13
O 0.08009 0.06709 1.07465 -0.07 0.74 -0.99
H 3.71582 -1.02153 -0.21018 -0.02 -0.05 0.09
H 3.23470 0.69192 -0.40668 0.01 0.01 -0.01
H 2.79107 -0.22044 1.01585 0.03 -0.06 0.03
H 1.30418 -0.01364 -1.50968 -0.05 -0.22 -0.19
H -2.63582 -2.45729 -0.21849 0.00 -0.16 0.18
H -0.98869 2.52801 1.01173 0.00 0.01 0.04
H -2.42153 2.09044 1.92877 0.01 -0.04 0.05
H -2.40446 1.43872 -0.93489 -0.01 -0.07 0.01
H -2.75101 2.93095 -0.45527 -0.19 0.09 0.13
Yb 3.61293 -1.66049 -2.83987 0.06 -0.10 0.10
```
Positions in Å, forces in eV/Å.

natural (NBO) atomic charge list, values in e, 2 entries: -0.696, -0.104